The following is a DFT calculation (ωB97M-V with the def2-TZVPD basis set) of a molecular structure, C8H15F6N3O12S2V in a non-equilibrium geometry.

Output
E_HOMO (alpha / beta) in Ha: -0.234 / -0.235
Spin multiplicity: 3
Total charge: -1
E_tot in eV: -101238.9321
Energy above the lowest of the compared OMol25 structures with the same formula, charge and spin in kJ/mol: 84.93

```
47
C8H15F6N3O12S2V | the Open Molecules 2025 dataset | ωB97M-V with the def2-TZVPD basis set
V 9.668 16.349 11.764
N 7.587 13.838 11.280
O 6.941 13.287 10.381
O 7.306 13.595 12.458
O 8.492 14.688 11.067
N 10.047 19.022 12.139
O 10.558 18.108 12.813
O 10.247 20.200 12.279
O 9.291 18.464 11.298
C 11.189 13.558 15.305
F 10.956 13.022 16.463
F 12.370 14.186 15.306
F 11.331 12.590 14.357
S 9.770 14.788 14.822
O 8.540 14.047 15.020
O 9.874 15.863 15.778
O 10.024 15.226 13.426
C 6.544 18.329 14.537
F 5.422 18.331 15.242
F 6.649 19.519 13.895
F 7.565 18.197 15.355
S 6.551 16.863 13.298
O 6.249 15.671 14.101
O 5.688 17.180 12.185
O 7.990 16.810 12.894
C 11.323 13.173 11.148
C 11.240 14.286 10.100
N 11.371 15.673 10.644
C 11.523 16.416 9.376
C 11.767 17.914 9.465
C 12.579 15.702 11.547
C 13.866 15.204 10.909
H 12.231 13.138 11.742
H 11.271 12.242 10.576
H 10.423 13.101 11.758
H 12.024 14.059 9.372
H 10.368 14.155 9.460
H 12.315 15.983 8.761
H 10.658 16.268 8.725
H 12.160 18.338 8.539
H 10.816 18.429 9.590
H 12.587 18.079 10.165
H 12.322 15.114 12.425
H 12.702 16.715 11.932
H 14.133 15.682 9.966
H 13.935 14.120 10.840
H 14.697 15.503 11.553
```